{
  "formula": "C23H22N4O4",
  "method": "ωB97M-V/def2-TZVPD",
  "charge": 0,
  "e_above_lowest_kj_mol": 320.8,
  "total_energy_ha": -1409.61830,
  "lumo_ev": 0.42,
  "homo_lumo_gap_ev": 8.25,
  "symbols": ["C", "O", "C", "C", "C", "C", "N", "N", "C", "O", "C", "C", "C", "C", "N", "C", "C", "C", "C", "O", "C", "C", "O", "N", "C", "C", "C", "C", "C", "C", "C", "H", "H", "H", "H", "H", "H", "H", "H", "H", "H", "H", "H", "H", "H", "H", "H", "H", "H", "H", "H", "H", "H"],
  "positions_angstrom": [[-0.22368, 0.51513, -4.05047], [0.20659, 1.12904, -2.85757], [0.59532, 0.32865, -1.83269], [0.64788, -1.04718, -1.88272], [1.08201, -1.79342, -0.77816], [1.14875, -3.23254, -0.86825], [0.82592, -3.82038, -1.95045], [0.90720, -5.15189, -2.06567], [0.54231, -5.81819, -3.20197], [0.56039, -7.03197, -3.23843], [0.11172, -4.96745, -4.34309], [-0.96696, -5.38330, -5.11917], [-1.38199, -4.58810, -6.17314], [-0.70089, -3.40285, -6.40736], [0.35092, -3.01952, -5.70242], [0.75510, -3.78447, -4.70649], [1.45726, -1.12971, 0.38241], [1.40494, 0.25278, 0.44602], [0.97633, 0.99622, -0.64153], [0.91048, 2.35369, -0.69788], [1.19197, 3.09807, 0.45182], [0.15953, 2.87892, 1.57553], [-0.80806, 2.17201, 1.44307], [0.49046, 3.57741, 2.69567], [-0.19567, 3.65532, 3.91853], [-1.35946, 2.94186, 4.18097], [-1.97518, 3.06534, 5.41250], [-1.45848, 3.88851, 6.40491], [-2.14914, 4.02987, 7.72673], [-0.29430, 4.59611, 6.13096], [0.33193, 4.48336, 4.90566], [0.56724, -0.08659, -4.50875], [-1.10108, -0.11690, -3.88171], [-0.49032, 1.33270, -4.71813], [0.36012, -1.58933, -2.76721], [1.49673, -3.78374, 0.01372], [1.19690, -5.72703, -1.26874], [-1.46413, -6.31237, -4.88149], [-2.21674, -4.87644, -6.79275], [-1.00036, -2.72966, -7.20016], [1.63575, -3.44218, -4.18193], [1.79166, -1.68859, 1.24369], [1.68878, 0.73960, 1.36582], [2.20497, 2.88935, 0.82914], [1.14358, 4.14327, 0.12900], [1.32333, 4.14935, 2.65399], [-1.77494, 2.29826, 3.42449], [-2.87900, 2.50575, 5.60436], [-2.86984, 4.84734, 7.68476], [-1.43518, 4.25185, 8.51655], [-2.68784, 3.12039, 7.98161], [0.12884, 5.24302, 6.88586], [1.23835, 5.04066, 4.71053]],
  "forces_ev_per_a": [[-0.047, -0.128, -0.236], [0.127, 0.074, 0.451], [0.030, 0.164, 0.043], [0.016, 0.086, 0.082], [-0.008, 0.905, 0.209], [0.056, -0.959, -0.093], [-0.151, 0.782, 0.166], [0.398, -0.700, 0.868], [0.023, -0.017, -0.006], [-0.083, 0.007, -0.025], [-0.202, 0.050, -0.478], [0.230, 0.066, 0.161], [0.042, 0.063, 0.048], [-0.294, -0.198, -0.139], [0.313, 0.446, -0.171], [0.037, -0.257, 0.165], [-0.081, -0.411, -0.354], [-0.045, 0.447, -0.158], [0.081, -0.255, -0.098], [-0.120, -0.050, 0.018], [-0.067, -0.114, -0.031], [0.350, 0.139, -0.292], [-0.159, -0.044, -0.037], [0.290, 0.231, 0.096], [-0.188, -0.010, 0.242], [-0.039, -0.102, -0.204], [0.166, 0.170, 0.131], [-0.005, -0.057, 0.006], [-0.049, 0.076, -0.037], [-0.054, -0.074, -0.062], [-0.027, -0.049, -0.109], [-0.037, 0.005, 0.025], [0.032, 0.004, 0.008], [0.005, -0.088, 0.011], [-0.062, 0.037, -0.175], [-0.011, -0.031, -0.066], [-0.109, 0.133, -0.343], [-0.019, -0.076, 0.013], [-0.070, 0.002, -0.049], [-0.098, -0.017, -0.090], [0.006, -0.047, 0.053], [0.034, -0.075, 0.091], [0.008, 0.080, 0.064], [-0.119, 0.046, -0.029], [0.062, -0.116, 0.115], [-0.104, -0.147, -0.105], [-0.003, -0.018, -0.029], [-0.093, -0.073, 0.019], [-0.066, 0.029, 0.091], [-0.002, -0.003, 0.098], [-0.040, -0.037, 0.081], [0.050, 0.057, 0.079], [0.097, 0.058, -0.018]],
  "nbo_charge": [-0.256, -0.493, 0.343, -0.286, -0.109, 0.060, -0.242, -0.429, 0.656, -0.589, -0.186, -0.127, -0.264, 0.047, -0.434, 0.082, -0.185, -0.287, 0.274, -0.463, -0.164, 0.651, -0.581, -0.623, 0.208, -0.249, -0.194, -0.036, -0.624, -0.189, -0.262, 0.187, 0.178, 0.199, 0.239, 0.159, 0.379, 0.234, 0.222, 0.193, 0.207, 0.209, 0.215, 0.188, 0.220, 0.394, 0.254, 0.211, 0.220, 0.215, 0.217, 0.209, 0.202]
}